Entry from the Open Molecules 2025 dataset: C3H3F3O9S2Sn as an isolated structure at a distorted geometry (ωB97M-V/def2-TZVPD).

## Properties
**HOMO level**: -1.67 eV
**LUMO energy**: 5.510 eV
**DFT total energy**: -2103.60059 Eh
**Spin multiplicity**: 1
**Charge**: -2
**Energy relative to the best compared isomer or geometry (same formula, charge and spin)**: 88.95 kJ/mol
**Orbital gap**: 0.264 hartree

Geometry as XYZ:
```
21
Properties=species:S:1:pos:R:3:lowdin_charge:R:1
Sn -1.477 0.710 0.038 1.281
S -1.165 -0.518 -2.372 0.134
O -0.908 -0.960 -0.996 -0.428
O -0.143 -1.138 -3.228 -0.395
O -2.469 -0.864 -2.776 -0.358
O -1.024 0.991 -2.472 -0.470
C -0.631 -2.638 2.095 -0.001
C -0.900 -1.167 1.825 -0.778
O -1.992 -0.903 1.261 -0.213
O -0.132 -0.281 2.135 -0.049
H -1.501 -3.201 2.434 0.070
H 0.229 -2.623 2.764 0.065
H -0.108 -3.013 1.215 0.081
C 1.250 2.679 -0.771 -0.613
F 2.042 2.679 -1.887 0.087
F 1.568 3.762 -0.126 0.129
F -0.078 2.744 -1.053 0.008
S 1.804 1.160 0.305 0.591
O 2.440 1.753 1.458 -0.312
O 0.495 0.556 0.621 -0.517
O 2.701 0.271 -0.471 -0.314
```

=====

Entry from the Open Molecules 2025 dataset: C38H52IO4RhSSi2 as an isolated structure at a distorted geometry (ωB97M-V/def2-TZVPD).

## Properties
**HOMO level (spin up / spin down)**: -7.75 / -8.43 eV
**LUMO energy (spin up / spin down)**: -0.317 / -2.205 eV
**DFT total energy**: -3165.70727 Eh
**Spin multiplicity**: 5
**Charge**: 0
**Orbital gap (spin up / spin down)**: 0.273 / 0.229 hartree
**⟨S²⟩**: 6.018

Geometry as XYZ:
```
99
Properties=species:S:1:pos:R:3:lowdin_charge:R:1
Rh -0.528 0.216 0.654 0.569
I -0.365 0.323 3.258 0.990
C -0.828 2.468 2.859 -0.479
C -0.819 3.264 3.989 -0.157
C -0.886 4.681 3.837 -0.084
C -0.955 5.272 2.600 -0.032
C -0.927 4.462 1.409 -0.155
C -0.952 5.083 0.125 -0.039
C -1.009 4.296 -1.001 -0.065
C -0.899 2.876 -0.868 -0.109
C -0.859 2.226 0.356 -0.257
C -0.950 3.013 1.532 -0.236
H -0.742 2.819 4.971 0.083
H -0.793 5.296 4.740 0.108
H -0.929 6.356 2.450 0.114
H -0.967 6.184 0.091 0.117
H -1.067 4.712 -2.001 0.103
H -0.840 2.268 -1.779 0.094
C 5.535 -1.227 -2.350 -0.021
C 4.164 -0.677 -2.700 -0.622
C 4.218 0.317 -3.862 -0.027
C 3.154 -1.762 -3.029 -0.053
O 3.702 0.092 -1.541 -0.171
Si 3.128 -0.389 -0.074 -0.057
S 1.079 -0.983 -0.291 0.405
O 3.915 -1.757 0.363 -0.177
C 4.264 -2.396 1.614 -0.618
C 4.391 -3.858 1.231 -0.030
C 3.117 -2.208 2.606 -0.041
C 5.575 -1.803 2.096 -0.016
O 3.394 0.787 1.039 -0.162
C 3.958 2.126 0.884 -0.598
C 5.413 1.990 0.419 -0.018
C 3.833 2.719 2.283 -0.028
C 3.078 2.941 -0.087 -0.010
H 5.954 -1.936 -3.051 0.088
H 5.464 -1.695 -1.374 0.066
H 6.254 -0.410 -2.242 0.087
H 4.604 -0.190 -4.748 0.089
H 4.918 1.140 -3.591 0.096
H 3.212 0.705 -4.022 0.087
H 3.410 -2.284 -3.956 0.093
H 2.150 -1.315 -3.140 0.079
H 3.084 -2.527 -2.239 0.082
H 3.447 -4.278 0.898 0.086
H 4.725 -4.475 2.077 0.093
H 5.125 -3.988 0.420 0.092
H 2.177 -2.579 2.206 0.071
H 2.954 -1.165 2.857 0.065
H 3.271 -2.732 3.541 0.088
H 6.392 -2.050 1.398 0.094
H 5.903 -2.138 3.093 0.096
H 5.525 -0.720 2.130 0.065
H 6.008 1.354 1.094 0.083
H 5.945 2.944 0.374 0.090
H 5.507 1.515 -0.566 0.073
H 4.512 2.228 2.980 0.085
H 2.795 2.594 2.638 0.088
H 4.095 3.778 2.250 0.087
H 3.161 2.474 -1.057 0.070
H 3.455 3.966 -0.143 0.093
H 2.030 2.922 0.226 0.077
C -2.658 -1.508 -3.028 -0.093
C -3.859 -0.749 -2.373 -0.560
C -5.195 -1.267 -2.980 -0.079
C -3.670 0.755 -2.731 -0.082
Si -3.698 -0.937 -0.443 0.455
O -2.418 -0.216 0.088 -0.416
C -5.254 -0.183 0.317 -0.202
C -5.004 0.901 1.152 -0.101
C -6.030 1.641 1.756 -0.081
C -7.360 1.275 1.542 -0.101
C -7.641 0.212 0.691 -0.091
C -6.606 -0.548 0.098 -0.082
C -3.649 -2.792 -0.029 -0.215
C -2.466 -3.381 0.422 -0.105
C -2.379 -4.728 0.754 -0.088
C -3.522 -5.532 0.649 -0.095
C -4.711 -4.972 0.185 -0.078
C -4.757 -3.610 -0.209 -0.085
H -2.792 -1.455 -4.109 0.071
H -2.600 -2.573 -2.721 0.080
H -1.695 -1.024 -2.784 0.072
H -5.163 -1.000 -4.029 0.073
H -6.027 -0.702 -2.552 0.065
H -5.338 -2.319 -2.876 0.061
H -3.560 0.774 -3.811 0.076
H -2.818 1.178 -2.242 0.037
H -4.589 1.295 -2.520 0.081
H -3.959 1.163 1.343 0.085
H -5.765 2.454 2.428 0.098
H -8.188 1.799 2.007 0.097
H -8.662 -0.146 0.542 0.099
H -6.840 -1.437 -0.482 0.080
H -1.546 -2.785 0.483 0.072
H -1.440 -5.124 1.159 0.103
H -3.528 -6.572 0.929 0.093
H -5.608 -5.554 0.097 0.091
H -5.687 -3.199 -0.599 0.081
```

=====

Entry from the Open Molecules 2025 dataset: a 10-piece molecular cluster, C33H61NO27 overall at a distorted geometry (ωB97M-V/def2-TZVPD).

## Properties
**HOMO level**: -9.55 eV
**LUMO energy**: 0.605 eV
**DFT total energy**: -3379.77343 Eh
**Spin multiplicity**: 1
**Charge**: 0
**Energy relative to the best compared isomer or geometry (same formula, charge and spin)**: 555.16 kJ/mol
**SMILES**: C[C@H]1COC(=O)O1.C[C@H]1COC(=O)O1.COC(=O)OC.COC(=O)OC.COC(=O)OC.COC(=O)OC.COC(=O)OC.COC(=O)OC.COC(=O)OC.CCCC#N
**Orbital gap**: 0.373 hartree

Geometry as XYZ:
```
122
Properties=species:S:1:pos:R:3:lowdin_charge:R:1
C 2.683 2.607 2.518 0.006
C 1.252 2.158 2.874 -0.228
C 0.042 2.580 1.958 -0.030
O -0.685 1.315 1.817 0.080
C -0.048 0.330 2.315 -0.672
O -0.509 -0.796 2.347 0.119
O 1.144 0.678 2.779 0.069
H 2.647 3.653 2.666 0.069
H 2.835 2.231 1.495 0.082
H 3.468 2.221 3.166 0.086
H 0.991 2.476 3.840 0.124
H 0.398 2.886 1.057 0.059
H -0.375 3.484 2.493 0.155
C -3.884 -6.455 -0.181 -0.015
C -4.145 -5.436 -1.250 -0.300
C -5.269 -4.505 -0.895 -0.078
O -4.725 -3.201 -1.189 0.078
C -3.391 -3.315 -1.296 -0.528
O -2.662 -2.302 -1.408 0.082
O -2.985 -4.553 -1.441 0.107
H -3.122 -7.098 -0.553 0.074
H -4.658 -7.235 -0.019 0.114
H -3.444 -5.959 0.634 0.084
H -4.271 -5.796 -2.243 0.145
H -5.540 -4.688 0.167 0.148
H -6.063 -4.683 -1.650 0.148
C -6.769 -0.233 5.618 -0.017
O -5.900 0.725 4.973 0.003
C -5.385 0.445 3.802 -0.397
O -5.826 -0.665 3.022 -0.096
O -4.393 1.222 3.304 0.019
C -3.934 0.978 1.964 -0.044
H -7.632 -0.268 4.974 0.086
H -7.118 -0.001 6.627 0.097
H -6.283 -1.221 5.524 0.105
H -3.043 0.435 1.905 0.054
H -3.720 1.848 1.331 0.090
H -4.624 0.411 1.246 0.106
C 4.277 2.337 -1.518 -0.123
O 4.929 1.271 -1.043 -0.027
C 5.727 1.508 0.015 -0.338
O 5.800 2.819 0.633 -0.085
O 6.530 0.468 0.322 0.001
C 7.380 0.567 1.444 -0.049
H 5.033 3.136 -1.814 0.135
H 3.531 2.759 -0.857 0.084
H 3.666 2.090 -2.387 0.085
H 8.164 -0.218 1.461 0.106
H 6.737 0.262 2.262 0.066
H 7.873 1.519 1.671 0.104
C 3.912 -1.058 -3.211 0.002
O 2.828 -0.248 -3.751 -0.020
C 1.698 -0.792 -4.153 -0.374
O 1.403 -2.182 -3.854 -0.093
O 0.780 0.104 -4.599 -0.012
C -0.520 -0.404 -4.790 -0.043
H 4.800 -0.429 -3.030 0.091
H 4.111 -1.944 -3.892 0.129
H 3.689 -1.335 -2.212 0.059
H -1.242 0.242 -5.211 0.090
H -0.810 -0.819 -3.826 0.086
H -0.393 -1.177 -5.479 0.078
C -4.099 0.693 -1.572 0.030
O -4.034 2.163 -1.275 -0.013
C -5.128 2.823 -0.928 -0.511
O -6.337 2.170 -0.899 -0.046
O -4.954 4.097 -0.726 0.014
C -6.109 4.786 -0.149 0.003
H -3.903 0.162 -0.610 0.085
H -3.310 0.377 -2.206 0.062
H -5.022 0.390 -2.005 0.085
H -6.333 4.500 0.786 0.047
H -7.011 4.646 -0.769 0.109
H -5.872 5.858 -0.004 0.108
C 3.008 -1.293 0.788 -0.021
O 3.787 -2.255 1.498 0.025
C 4.417 -1.792 2.556 -0.376
O 4.177 -0.455 3.022 -0.091
O 5.333 -2.629 3.106 0.005
C 6.171 -2.081 4.156 -0.046
H 2.251 -0.864 1.473 0.095
H 2.486 -1.843 0.044 0.049
H 3.674 -0.592 0.290 0.092
H 6.320 -1.002 4.059 0.072
H 7.182 -2.481 4.103 0.086
H 5.881 -2.300 5.206 0.104
C 0.657 -4.049 -0.536 -0.032
O 1.384 -5.267 -0.675 -0.029
C 2.737 -5.305 -0.785 -0.313
O 3.410 -4.076 -1.169 -0.103
O 3.385 -6.496 -0.580 -0.030
C 4.830 -6.565 -0.804 0.005
H -0.313 -4.402 -0.221 0.082
H 0.595 -3.431 -1.517 0.130
H 1.023 -3.588 0.352 0.078
H 5.022 -6.034 0.048 0.063
H 5.109 -5.941 -1.649 0.094
H 5.179 -7.582 -0.876 0.096
C 0.460 6.366 0.797 -0.001
O 0.067 6.488 -0.594 0.036
C -0.699 5.600 -1.112 -0.440
O -1.096 4.425 -0.368 -0.109
O -1.278 5.848 -2.262 0.038
C -2.262 4.960 -2.677 -0.036
H -0.396 6.181 1.468 0.102
H 1.152 7.156 1.075 0.100
H 0.907 5.359 0.873 0.082
H -2.622 5.235 -3.624 0.094
H -3.026 4.880 -2.002 0.055
H -1.787 4.008 -2.857 0.078
C -0.298 -0.616 -0.837 -0.055
C 0.524 0.699 -1.117 -0.150
C -0.417 1.754 -1.795 -0.138
C 0.365 2.809 -2.428 -0.190
N 1.048 3.708 -2.853 0.171
H -0.673 -1.113 -1.662 0.000
H -1.289 -0.569 -0.217 0.109
H 0.449 -1.295 -0.382 0.053
H 1.411 0.565 -1.592 0.060
H 0.913 1.019 -0.233 0.052
H -1.073 2.165 -1.100 0.080
H -0.930 1.331 -2.563 0.065
```

=====

Entry from the Open Molecules 2025 dataset: an isolated molecule of C5H7FO at a distorted geometry (ωB97M-V/def2-TZVPD).

## Properties
**HOMO level**: -10.18 eV
**LUMO energy**: 0.896 eV
**DFT total energy**: -369.78053 Eh
**Spin multiplicity**: 1
**Charge**: 0
**Energy relative to the best compared isomer or geometry (same formula, charge and spin)**: 48.51 kJ/mol
**SMILES**: O[C@@H]1CC=C[C@H]1F
**Orbital gap**: 0.407 hartree

Geometry as XYZ:
```
14
Properties=species:S:1:pos:R:3:lowdin_charge:R:1
O 1.941 0.909 -0.291 -0.016
C 1.031 -0.075 0.173 -0.316
C 0.262 -0.896 -0.950 -0.099
C -1.236 -0.534 -0.656 -0.059
C -1.337 0.351 0.333 -0.060
C -0.071 0.552 1.048 -0.291
F -0.169 -0.010 2.343 -0.025
H 1.337 1.658 -0.431 0.096
H 1.506 -0.837 0.813 0.151
H 0.448 -2.033 -0.989 0.129
H 0.468 -0.443 -1.955 0.115
H -2.027 -0.962 -1.327 0.117
H -2.318 0.724 0.642 0.114
H 0.164 1.595 1.248 0.144
```

=====

Entry from the Open Molecules 2025 dataset: C4H10N2O as an isolated structure at a distorted geometry (ωB97M-V/def2-TZVPD).

## Properties
**HOMO level (spin up / spin down)**: -8.21 / -8.21 eV
**LUMO energy (spin up / spin down)**: 0.241 / 0.242 eV
**DFT total energy**: -342.91775 Eh
**Spin multiplicity**: 1
**Charge**: 0
**Energy relative to the best compared isomer or geometry (same formula, charge and spin)**: 744.89 kJ/mol
**Orbital gap (spin up / spin down)**: 0.311 / 0.311 hartree

Geometry as XYZ:
```
17
Properties=species:S:1:pos:R:3:lowdin_charge:R:1
C -0.195 -0.134 -1.327 -0.119
C -0.956 1.080 -1.773 -0.136
N -0.456 -0.752 0.810 0.000
C 0.429 0.148 0.478 -0.308
N -0.132 -2.067 0.751 0.073
C 1.152 1.233 0.619 0.059
O 0.048 -0.174 2.656 -0.282
H 0.776 -0.705 3.013 -0.025
H -0.866 -2.612 1.182 0.113
H 0.786 -2.280 1.133 0.113
H 0.813 -0.240 -1.726 0.086
H -0.741 -1.059 -1.478 0.075
H 1.332 1.618 1.610 0.066
H 1.494 1.783 -0.246 0.066
H -0.354 1.986 -1.725 0.063
H -1.850 1.218 -1.164 0.081
H -1.277 0.955 -2.813 0.075
```

=====

Entry from the Open Molecules 2025 dataset: a 10-piece molecular cluster, C26H36N10 overall at a distorted geometry (ωB97M-V/def2-TZVPD).

## Properties
**HOMO level (spin up / spin down)**: -9.73 / -9.73 eV
**LUMO energy (spin up / spin down)**: -3.744 / -7.377 eV
**DFT total energy**: -1559.42880 Eh
**Spin multiplicity**: 2
**Charge**: +1
**Orbital gap (spin up / spin down)**: 0.220 / 0.086 hartree
**⟨S²⟩**: 0.764

Geometry as XYZ:
```
72
Properties=species:S:1:pos:R:3:lowdin_charge:R:1
C 0.819 -5.387 0.574 -0.067
C 1.608 -4.184 0.859 -0.237
N 2.252 -3.219 1.066 0.138
H 1.270 -6.045 -0.168 0.091
H -0.264 -5.264 0.576 0.043
H 0.911 -5.954 1.500 0.080
C -2.382 2.854 0.578 -0.054
C -1.226 2.585 -0.326 -0.248
N -0.282 2.452 -1.021 0.163
H -2.231 2.453 1.580 0.051
H -3.155 2.207 0.165 0.025
H -2.769 3.868 0.481 0.094
C -3.208 -2.987 -2.136 -0.064
C -2.750 -4.051 -1.248 -0.279
N -2.447 -4.851 -0.556 0.148
H -2.294 -2.489 -2.459 0.068
H -3.904 -2.208 -1.826 0.049
H -3.705 -3.477 -2.973 0.088
C 2.657 1.604 -1.966 -0.101
C 3.241 1.301 -3.272 -0.269
N 3.729 1.180 -4.314 0.122
H 3.331 1.461 -1.121 0.046
H 1.782 0.962 -1.857 0.023
H 2.297 2.615 -1.774 0.060
C -2.042 -1.399 4.886 -0.062
C -1.853 -0.386 3.900 -0.245
N -1.608 0.415 3.088 0.155
H -1.624 -2.283 4.403 0.093
H -3.046 -1.593 5.262 0.099
H -1.383 -1.336 5.752 0.092
C 0.331 -1.151 -5.244 -0.041
C 0.762 -1.318 -3.837 -0.259
N 1.091 -1.451 -2.755 0.152
H -0.649 -0.674 -5.213 0.086
H 0.265 -2.058 -5.845 0.085
H 1.191 -0.600 -5.625 0.081
C 0.232 -0.601 0.546 -0.076
C -1.105 -0.418 0.012 -0.291
N -2.115 -0.312 -0.370 0.202
H 0.884 -0.853 -0.290 0.042
H 0.208 -1.270 1.406 0.070
H 0.502 0.416 0.828 0.042
N -4.650 0.710 -1.011 0.001
C -5.561 1.630 -0.389 -0.132
C -6.577 1.838 -1.230 -0.139
C -6.327 1.073 -2.347 -0.132
C -5.238 0.259 -2.157 -0.125
H -3.805 0.422 -0.538 0.031
H -5.314 2.129 0.536 0.095
H -7.471 2.419 -1.059 0.106
H -7.106 1.014 -3.093 0.096
H -4.751 -0.544 -2.689 0.090
N 5.875 -0.878 -0.799 0.013
C 6.288 0.176 0.014 -0.117
C 5.193 0.539 0.829 -0.129
C 4.095 -0.330 0.469 -0.149
C 4.620 -1.312 -0.410 -0.118
H 6.465 -1.226 -1.542 0.150
H 7.276 0.602 -0.078 0.103
H 5.199 1.386 1.499 0.064
H 3.116 -0.345 0.924 0.050
H 4.047 -2.033 -0.974 0.096
N 2.714 2.660 4.030 0.109
C 2.761 4.048 3.965 0.029
C 1.834 4.531 3.051 -0.005
C 1.317 3.455 2.368 0.033
C 1.869 2.260 2.951 0.093
H 3.357 2.093 4.565 0.171
H 3.430 4.560 4.641 0.150
H 1.724 5.579 2.812 0.135
H 0.654 3.522 1.518 0.105
H 1.645 1.206 2.876 0.128
```

=====

Entry from the Open Molecules 2025 dataset: a 3-piece molecular cluster, H3NOP2 overall at a distorted geometry (ωB97M-V/def2-TZVPD).

## Properties
**HOMO level (spin up / spin down)**: -8.66 / -8.68 eV
**LUMO energy (spin up / spin down)**: -1.510 / -2.141 eV
**DFT total energy**: -814.29412 Eh
**Spin multiplicity**: 1
**Charge**: 0
**Energy relative to the best compared isomer or geometry (same formula, charge and spin)**: 232.18 kJ/mol
**Orbital gap (spin up / spin down)**: 0.263 / 0.240 hartree

Geometry as XYZ:
```
7
Properties=species:S:1:pos:R:3:lowdin_charge:R:1
N -1.190 -1.569 -0.642 -0.489
O -1.221 -2.702 -1.077 -0.048
P -1.304 1.613 -1.050 0.304
P -0.335 -0.231 -0.622 0.470
H -0.499 2.588 -0.362 -0.234
H 2.303 0.173 2.314 0.016
H 2.246 0.127 1.440 -0.019
```

=====

Entry from the Open Molecules 2025 dataset: C14H15CrN6O2S as an isolated structure (ωB97M-V/def2-TZVPD).

## Properties
**HOMO level (spin up / spin down)**: -10.49 / -10.48 eV
**LUMO energy (spin up / spin down)**: -3.580 / -3.817 eV
**DFT total energy**: -2464.04031 Eh
**Spin multiplicity**: 5
**Charge**: +1
**Energy relative to the best compared isomer or geometry (same formula, charge and spin)**: 0.00 kJ/mol
**Orbital gap (spin up / spin down)**: 0.254 / 0.245 hartree
**⟨S²⟩**: 6.021

Geometry as XYZ:
```
39
Properties=species:S:1:pos:R:3:lowdin_charge:R:1
Cr 0.428 -0.661 0.505 0.644
O -3.546 2.323 -1.674 0.073
C -2.518 2.462 -2.526 -0.256
C -2.733 3.273 -3.643 -0.003
C -1.736 3.449 -4.575 -0.060
C -0.493 2.824 -4.431 -0.079
C -0.274 2.028 -3.334 -0.025
C -1.269 1.834 -2.361 -0.084
C -0.959 0.989 -1.212 -0.376
O 0.226 0.484 -1.100 -0.161
N -1.924 0.796 -0.303 0.072
N -1.431 0.005 0.690 -0.117
C -2.109 -0.344 1.712 -0.020
C -1.384 -1.209 2.675 -0.227
C -1.962 -1.681 3.834 0.007
C -1.212 -2.492 4.675 -0.021
C 0.088 -2.811 4.330 -0.028
C 0.602 -2.306 3.148 -0.099
N -0.107 -1.517 2.339 -0.009
H -3.275 1.697 -0.972 0.063
H -3.700 3.744 -3.751 0.124
H -1.924 4.079 -5.435 0.111
H 0.281 2.963 -5.173 0.104
H 0.673 1.525 -3.197 0.111
H -3.139 -0.035 1.857 0.145
H -2.984 -1.418 4.069 0.128
H -1.647 -2.873 5.589 0.124
H 0.698 -3.446 4.956 0.118
H 1.606 -2.545 2.820 0.111
N 2.588 0.240 0.741 0.009
N 3.647 -0.614 0.402 -0.058
C 3.413 -1.809 -0.193 -0.816
N 4.507 -2.455 -0.601 0.119
S 1.882 -2.478 -0.408 0.743
H 2.522 0.999 0.064 0.117
H 2.759 0.626 1.663 0.121
H 4.568 -0.203 0.344 0.159
H 5.436 -2.083 -0.491 0.122
H 4.402 -3.357 -1.033 0.113
```